Model a:
C3H4P2 | wB97M-V/def2-TZVPD

Frontier orbital gap: 0.303 Ha
LUMO: -0.22 eV
Molecular weight: 102.01 g mol⁻¹
Spin multiplicity: 1
HOMO level: -0.311 hartree

Positions of all 9 atoms, in Å:
C  -1.537  0.230  0.690
P  -2.175  -1.301  0.933
P  -1.938  -0.216  -0.943
H  -1.296  1.125  1.315
H  -0.511  -0.510  -1.352
C  1.761  -0.319  -0.519
C  1.936  0.751  0.034
H  1.665  -1.299  -0.885
H  2.095  1.539  0.728

Let us look at the Mulliken charges, expressed in e, one per atom: -0.12 -0.09 -0.11 0.35 -0.04 -0.52 -0.27 0.45 0.36

---

Model b:
C3H4P2 | wB97M-V/def2-TZVPD

Frontier orbital gap: 0.327 Ha
LUMO: 0.24 eV
Molecular weight: 102.01 g mol⁻¹
Spin multiplicity: 1
HOMO level: -0.318 hartree

Positions of all 9 atoms, in Å:
P  -0.897  0.615  -0.803
C  0.447  0.912  0.382
C  1.796  0.933  -0.130
C  1.489  -0.352  0.225
P  0.614  -0.296  1.782
H  -0.248  -0.652  -0.833
H  -1.699  -0.056  0.231
H  2.486  1.511  -0.811
H  -0.497  -0.987  1.325

Let us look at the Mulliken charges, expressed in e, one per atom: -0.11 -0.07 0.09 -0.46 0.13 0.10 0.04 0.30 -0.02

---

Model c:
C3H4P2 | wB97M-V/def2-TZVPD

Frontier orbital gap: 0.291 Ha
LUMO: -0.59 eV
Molecular weight: 102.01 g mol⁻¹
Spin multiplicity: 1
HOMO level: -0.312 hartree

Positions of all 9 atoms, in Å:
C  1.577  -1.073  -0.889
C  0.999  0.071  -0.581
P  -0.896  -0.247  0.119
P  -1.317  0.359  2.108
C  -2.490  0.989  1.058
H  2.440  -1.190  -1.354
H  1.141  -2.119  -0.718
H  1.318  1.165  -0.750
H  -2.773  2.045  1.007

Let us look at the Mulliken charges, expressed in e, one per atom: -0.70 -0.10 0.06 0.00 -0.33 0.33 0.17 0.30 0.29

---

Model d:
C3H4P2 | wB97M-V/def2-TZVPD

Frontier orbital gap (alpha / beta): 0.274 / 0.274 Ha
LUMO (alpha / beta): -0.97 / -0.97 eV
Molecular weight: 102.01 g mol⁻¹
Spin multiplicity: 1
HOMO level (alpha / beta): -0.310 / -0.310 hartree

Positions of all 9 atoms, in Å:
P  0.853  -1.271  -1.373
C  0.092  -0.861  0.312
C  -1.016  0.184  0.073
P  -0.314  1.546  1.090
C  0.423  0.625  -0.250
H  2.302  -1.759  -1.054
H  0.158  -1.243  1.267
H  -2.057  0.069  -0.178
H  -0.441  2.709  0.112

Let us look at the Mulliken charges, expressed in e, one per atom: 0.07 -0.35 -0.35 -0.09 -0.28 0.06 0.46 0.45 0.03

---

Quick one: least stable of them? model d

---

Model a:
C3H4P2 | wB97M-V/def2-TZVPD

Frontier orbital gap: 0.285 Ha
LUMO: -0.92 eV
Molecular weight: 102.01 g mol⁻¹
Spin multiplicity: 1
HOMO level: -0.318 hartree

Positions of all 9 atoms, in Å:
C  0.257  -0.224  1.105
C  -0.767  0.788  -0.925
C  -0.645  0.550  0.552
P  -1.771  1.754  1.256
P  -1.718  2.432  -0.712
H  0.752  -0.995  0.643
H  0.460  -0.084  2.133
H  0.230  0.925  -1.266
H  -1.229  -0.100  -1.513

Let us look at the Mulliken charges, expressed in e, one per atom: -0.74 -0.72 0.35 -0.09 -0.03 0.35 0.27 0.31 0.30

---

Model b:
C3H4P2 | wB97M-V/def2-TZVPD

Frontier orbital gap: 0.250 Ha
LUMO: -1.10 eV
Molecular weight: 102.01 g mol⁻¹
Spin multiplicity: 1
HOMO level: -0.291 hartree

Positions of all 9 atoms, in Å:
C  -1.069  0.369  -0.049
C  0.207  0.721  0.243
C  1.209  -0.382  -0.044
P  -2.779  0.810  -0.009
P  -2.121  -1.082  -0.494
H  0.508  1.565  0.762
H  0.598  -1.005  -0.762
H  1.326  -0.918  0.855
H  2.120  -0.079  -0.503

Let us look at the Mulliken charges, expressed in e, one per atom: -0.34 0.20 -0.96 -0.09 -0.06 0.43 0.23 0.25 0.35

---

Quick one: least stable of them? model b

---

Model a:
C2H4N4O | wB97M-V/def2-TZVPD

Frontier orbital gap (alpha / beta): 0.241 / 0.313 Ha
LUMO (alpha / beta): 0.67 / -2.37 eV
Molecular weight: 100.08 g mol⁻¹
Spin multiplicity: 3
HOMO level (alpha / beta): -0.216 / -0.400 hartree
⟨S²⟩: 2.0206

Positions of all 11 atoms, in Å:
C  -0.369  -0.939  -0.061
C  -0.058  0.527  0.070
N  -1.448  -1.659  0.094
N  -2.860  1.156  -0.514
N  -2.577  -0.939  0.505
N  -2.671  0.189  0.036
O  0.769  -1.529  -0.572
H  0.979  0.670  0.391
H  -0.458  1.057  0.862
H  -0.404  1.181  -0.839
H  0.559  -2.408  -0.735

Let us look at the Mulliken charges, expressed in e, one per atom: 0.89 -1.30 -0.32 -0.54 -0.46 0.67 -0.43 0.32 0.51 0.31 0.35

---

Model b:
C2H4N4O | wB97M-V/def2-TZVPD

Frontier orbital gap (alpha / beta): 0.256 / 0.243 Ha
LUMO (alpha / beta): 0.44 / -2.79 eV
Molecular weight: 100.08 g mol⁻¹
Spin multiplicity: 3
HOMO level (alpha / beta): -0.240 / -0.346 hartree
⟨S²⟩: 2.0136

Positions of all 11 atoms, in Å:
C  -1.129  1.819  1.466
C  -0.039  1.238  0.530
N  -2.222  0.918  1.431
N  -1.879  -0.110  0.774
N  -0.727  -0.018  0.142
N  -0.251  -1.111  -0.605
O  -1.089  2.898  2.020
H  -0.110  1.827  -0.314
H  0.949  1.173  1.002
H  -1.095  -1.700  -0.610
H  0.618  -1.606  -0.162

Let us look at the Mulliken charges, expressed in e, one per atom: 0.33 -0.28 -0.30 -0.50 0.81 -0.70 -0.53 0.25 0.29 0.33 0.30

---

Quick one: least stable of them? model a

---

Model a:
C6H12 | wB97M-V/def2-TZVPD

Frontier orbital gap (alpha / beta): 0.395 / 0.338 Ha
LUMO (alpha / beta): -4.38 / -7.70 eV
Molecular weight: 84.16 g mol⁻¹
Spin multiplicity: 2
HOMO level (alpha / beta): -0.556 / -0.621 hartree
Net charge: +1
⟨S²⟩: 0.7525

Positions of all 18 atoms, in Å:
C  -1.643  -1.319  -1.044
C  -0.845  -1.266  0.260
C  0.193  -0.215  0.316
C  0.335  0.792  -0.656
C  1.033  2.067  -0.569
C  0.949  -0.073  1.608
H  -1.145  -1.985  -1.745
H  -1.835  -0.338  -1.475
H  -2.622  -1.677  -0.883
H  -1.478  -1.118  1.145
H  -0.347  -2.207  0.526
H  0.073  0.443  -1.649
H  0.477  2.870  -1.055
H  1.308  2.333  0.441
H  1.988  1.959  -1.103
H  2.009  0.110  1.438
H  0.870  -1.017  2.145
H  0.438  0.719  2.162

Let us look at the Mulliken charges, expressed in e, one per atom: -1.50 -0.24 0.78 -0.10 -1.27 -1.52 0.36 0.45 0.37 0.42 0.43 0.46 0.38 0.38 0.34 0.45 0.39 0.41

---

Model b:
C6H12 | wB97M-V/def2-TZVPD

Frontier orbital gap (alpha / beta): 0.376 / 0.245 Ha
LUMO (alpha / beta): -5.16 / -8.80 eV
Molecular weight: 84.16 g mol⁻¹
Spin multiplicity: 2
HOMO level (alpha / beta): -0.566 / -0.569 hartree
Net charge: +1
⟨S²⟩: 0.7544

Positions of all 18 atoms, in Å:
C  -2.236  0.541  0.011
C  -1.188  0.090  1.022
C  0.175  0.748  0.889
C  0.901  0.452  -0.461
C  2.388  -1.426  -1.135
C  1.184  -0.957  -0.628
H  -3.196  0.081  0.239
H  -2.014  0.363  -1.043
H  -2.419  1.612  0.158
H  -1.579  0.273  2.031
H  -1.098  -1.004  1.063
H  0.795  0.412  1.717
H  0.104  1.834  0.916
H  1.780  1.072  -0.620
H  0.211  0.761  -1.262
H  3.275  -0.811  -1.008
H  2.559  -2.431  -1.517
H  0.356  -1.611  -0.373

Let us look at the Mulliken charges, expressed in e, one per atom: -1.18 -0.37 -0.60 -0.53 -0.64 0.33 0.36 0.31 0.31 0.32 0.31 0.32 0.35 0.42 0.34 0.31 0.31 0.32

---

Quick one: least stable of them? model b

---

Model a:
C4H3N3S | wB97M-V/def2-TZVPD

Frontier orbital gap: 0.306 Ha
LUMO: -0.78 eV
Molecular weight: 125.16 g mol⁻¹
Spin multiplicity: 1
HOMO level: -0.335 hartree

Positions of all 11 atoms, in Å:
H  0.444  -0.114  -2.238
N  0.958  0.461  -1.582
C  0.488  0.284  -0.374
C  -0.477  -0.609  0.156
C  -1.482  -1.298  0.302
C  -2.617  -1.949  0.684
N  -3.609  -2.423  1.131
N  0.985  0.945  0.753
S  2.081  2.286  0.350
H  0.604  0.943  1.619
H  2.624  1.474  -0.801

Let us look at the Mulliken charges, expressed in e, one per atom: 0.24 -0.72 0.42 0.18 0.55 -0.17 -0.42 -0.36 -0.19 0.26 0.20

---

Model b:
C4H3N3S | wB97M-V/def2-TZVPD

Frontier orbital gap (alpha / beta): 0.203 / 0.203 Ha
LUMO (alpha / beta): -3.33 / -3.35 eV
Molecular weight: 125.16 g mol⁻¹
Spin multiplicity: 1
HOMO level (alpha / beta): -0.326 / -0.326 hartree

Positions of all 11 atoms, in Å:
C  3.087  -0.737  -0.033
C  -0.605  -0.070  -0.893
C  -1.800  -0.120  -0.199
C  0.155  0.618  0.034
N  3.076  -1.877  0.251
N  -0.357  0.945  1.122
N  -1.606  0.462  1.032
S  3.378  0.780  -0.554
H  -0.304  -0.389  -1.936
H  -2.740  -0.458  -0.485
H  -2.284  0.848  1.660

Let us look at the Mulliken charges, expressed in e, one per atom: 0.35 -0.16 -0.54 0.32 -0.42 -0.56 0.18 -0.20 0.31 0.45 0.26

---

Quick one: least stable of them? model b

---

Model a:
C2H8N3 | wB97M-V/def2-TZVPD

Frontier orbital gap: 0.350 Ha
LUMO: -4.45 eV
Molecular weight: 74.11 g mol⁻¹
Spin multiplicity: 1
HOMO level: -0.513 hartree
Net charge: +1

Positions of all 13 atoms, in Å:
C  1.130  2.147  -0.198
N  1.548  0.961  0.008
H  0.062  2.319  -0.255
H  1.850  2.940  -0.370
H  2.549  0.901  0.181
H  0.898  0.035  -0.117
N  -1.923  -0.777  0.561
C  -1.085  -1.510  -0.192
N  0.186  -1.277  -0.235
H  -2.840  -1.149  0.754
H  -1.515  -0.178  1.262
H  -1.518  -2.352  -0.721
H  0.660  -2.059  -0.677

Let us look at the Mulliken charges, expressed in e, one per atom: -0.08 -0.15 0.26 0.26 0.26 0.37 -0.38 0.09 -0.62 0.25 0.22 0.34 0.17

---

Model b:
C2H8N3 | wB97M-V/def2-TZVPD

Frontier orbital gap: 0.357 Ha
LUMO: -3.38 eV
Molecular weight: 74.11 g mol⁻¹
Spin multiplicity: 1
HOMO level: -0.482 hartree
Net charge: +1

Positions of all 13 atoms, in Å:
C  1.670  0.012  -0.434
C  -1.300  0.349  0.417
N  0.703  -0.538  0.453
N  -1.393  1.202  1.309
N  0.873  -1.073  -0.837
H  1.489  0.951  -1.122
H  2.719  -0.138  -0.300
H  -1.744  -0.629  0.583
H  -0.953  0.619  -0.580
H  -1.533  0.821  2.214
H  -1.041  2.116  1.190
H  0.050  -0.889  -1.528
H  1.291  -2.053  -0.856

Let us look at the Mulliken charges, expressed in e, one per atom: -0.16 -0.39 -0.54 -0.13 -0.11 0.22 0.30 0.33 0.33 0.27 0.27 0.30 0.32

---

Quick one: least stable of them? model b